Here is a 2-piece molecular cluster, CH4ClO2P overall from the Open Molecules 2025 dataset. Energies are from ωB97M-V with the def2-TZVPD basis set.

XYZ file:
```
9
CH4ClO2P | the Open Molecules 2025 dataset | ωB97M-V with the def2-TZVPD basis set
O 1.126 0.366 -1.027
P 1.840 0.730 0.407
Cl 3.579 -0.513 0.192
H 0.836 -0.519 -0.963
H 2.325 1.917 -0.214
C -2.379 -0.594 0.379
O -1.536 -0.437 -0.456
H -2.286 -0.728 1.468
H -3.505 -0.221 0.213
```

Computed properties:
Gap between HOMO and LUMO, eV: 9.97
LUMO, eV: 0.352
Spin multiplicity: 1
Energy relative to the best compared isomer or geometry (same formula, charge and spin), kJ/mol: 88.9
SMILES: OPCl.C=O
Maximum force, eV Å⁻¹: 3.9

Atomic partial charges in e from the natural (NBO) method, atoms 1 to 8:
1. O -0.954
2. P 0.914
3. Cl -0.378
4. H 0.491
5. H -0.074
6. C 0.295
7. O -0.498
8. H 0.118